DFT (ωB97M-V/def2-TZVPD) results for a structure of composition C14H36F6K2O22P4PtS2 in a non-equilibrium geometry.

```
87
Properties=species:S:1:pos:R:3
Pt 7.974 20.170 -8.248
K 7.945 15.200 -6.505
K 2.444 19.407 -8.398
C 12.141 18.011 -7.029
F 11.819 17.748 -5.775
F 12.624 19.267 -7.135
F 13.008 17.099 -7.439
S 10.426 17.894 -8.073
O 9.456 18.867 -7.477
O 10.772 18.269 -9.408
O 9.983 16.520 -7.985
C 6.242 16.845 -10.976
F 5.413 15.898 -11.312
F 7.499 16.598 -11.235
F 5.950 17.945 -11.663
S 6.043 17.386 -9.093
O 7.008 18.532 -9.060
O 4.615 17.808 -8.948
O 6.379 16.211 -8.301
C -1.982 14.918 -10.454
O -1.460 16.053 -9.777
P 0.078 16.489 -9.893
O 0.424 17.895 -9.474
O 0.966 15.363 -9.043
C 2.402 15.476 -9.181
O 0.504 16.092 -11.469
C 0.165 17.126 -12.408
H -1.502 14.642 -11.393
H -3.009 14.990 -10.810
H -1.927 14.077 -9.763
H 3.057 14.841 -8.585
H 2.685 16.485 -8.880
H 2.677 15.381 -10.232
H 0.779 17.252 -13.300
H 0.200 18.107 -11.934
H -0.850 17.021 -12.792
C 11.225 16.046 -11.771
O 12.142 15.452 -12.689
P 13.504 16.238 -13.148
O 14.339 15.498 -14.062
O 13.040 17.704 -13.725
C 14.100 18.513 -14.244
O 14.097 16.517 -11.650
C 14.704 15.410 -10.932
H 11.072 15.226 -11.069
H 10.276 16.249 -12.266
H 11.534 17.020 -11.391
H 14.062 19.581 -14.030
H 14.097 18.450 -15.332
H 15.073 18.162 -13.899
H 15.777 15.575 -11.029
H 14.468 14.393 -11.245
H 14.450 15.459 -9.873
C 7.065 20.673 -12.712
O 8.466 20.926 -12.764
P 9.271 21.403 -11.404
O 8.807 20.853 -10.127
O 10.795 21.042 -11.758
C 11.030 19.702 -12.177
O 9.126 23.001 -11.618
C 7.831 23.686 -11.494
H 6.514 21.500 -13.160
H 6.660 20.548 -11.708
H 6.694 19.788 -13.228
H 11.991 19.320 -11.833
H 11.225 19.647 -13.248
H 10.241 18.988 -11.941
H 7.995 24.495 -10.782
H 7.002 23.048 -11.186
H 7.622 24.242 -12.408
C 1.336 21.679 -16.341
O 2.451 22.345 -15.800
P 3.643 21.608 -15.026
O 4.684 20.957 -15.850
O 4.210 22.645 -13.974
C 3.207 23.333 -13.214
O 2.833 20.555 -14.003
C 3.408 20.107 -12.791
H 1.285 21.689 -17.430
H 0.509 22.209 -15.868
H 1.252 20.627 -16.068
H 3.422 24.387 -13.043
H 3.290 22.888 -12.222
H 2.228 23.538 -13.647
H 2.880 20.556 -11.949
H 4.459 20.392 -12.752
H 3.303 19.057 -12.518
```

- expectation value of S² = 3.754
- F_max (hartree/bohr) = 0.082
- LUMO (spin up / spin down) (Ha) = -0.1085 / -0.1149
- multiplicity = 4
- highest occupied orbital energy (spin up / spin down) (eV) = -8.73 / -11.82
- charge = +1